{
  "formula": "C2HClN2O",
  "method": "the ωB97M-V functional and the def2-TZVPD basis",
  "homo_energy_ha": -0.400,
  "total_charge": 0,
  "multiplicity": 1,
  "energy_ha": -721.7144,
  "orbital_gap_ev": 11.6,
  "elements": ["C", "C", "H", "N", "N", "O", "Cl"],
  "xyz": [[-0.1620, 0.1472, 0.0384], [0.1813, -1.6718, -0.8361], [0.0266, -2.5772, -1.3484], [-0.8240, -0.7559, -0.5998], [1.3482, -1.3550, -0.3732], [1.1263, -0.1101, 0.2129], [-0.7543, 1.6107, 0.6613]],
  "forces_ev_per_a": [[-0.230, 0.182, -0.031], [-0.058, 0.818, 0.507], [-0.159, -0.879, -0.498], [0.379, -0.050, 0.051], [-0.076, 0.026, -0.128], [0.038, 0.113, 0.181], [0.107, -0.210, -0.082]]
}